# 1
A cluster of 2 separate species, C25H26N in total in a non-equilibrium geometry. Source: the Open Molecules 2025 dataset; level of theory: ωB97M-V/def2-TZVPD.

Energy above the lowest of the compared OMol25 structures with the same formula, charge and spin = 37.58 kcal/mol
HOMO-LUMO gap = 5.092 eV
Total energy = -1022.6942 a.u.
LUMO level = -5.78 eV
Maximum force = 3.6 eV/Å
Spin multiplicity = 1
Total charge = +1

CARTESIAN COORDINATES (ANGSTROEM)
C  0.6753  1.0972  3.0477
C  0.7172  2.4715  2.5567
C  -0.2895  3.4108  2.8906
C  -0.2053  4.7443  2.4950
C  0.8407  5.1654  1.6606
C  1.8014  4.2351  1.2392
C  1.7486  2.9128  1.6846
C  1.1776  0.0582  2.2289
C  0.9760  -1.2903  2.4737
C  1.6555  -2.3502  1.7809
C  1.2825  -3.7059  1.9945
C  1.9665  -4.7462  1.3759
C  3.0344  -4.4726  0.5040
C  3.3978  -3.1419  0.2511
C  2.7225  -2.0928  0.8721
H  -0.1153  0.8713  3.7731
H  -1.1492  3.0648  3.4693
H  -0.9665  5.4561  2.8234
H  0.9033  6.2065  1.3397
H  2.5946  4.5430  0.5536
H  2.5171  2.2036  1.3669
H  1.7218  0.3390  1.3207
H  0.2275  -1.5809  3.2172
H  0.4442  -3.9109  2.6647
H  1.6722  -5.7797  1.5677
H  3.5757  -5.2899  0.0254
H  4.2174  -2.9221  -0.4357
H  3.0211  -1.0617  0.6765
C  -2.9553  2.0460  6.5521
C  -2.2265  3.1839  6.1826
C  -0.8361  3.1130  6.0740
C  -0.1863  1.8941  6.2710
C  1.3227  1.8134  6.1389
C  2.0270  1.8437  7.5311
C  3.1351  0.7833  7.4635
C  2.9259  0.0219  6.1414
N  1.7758  0.6231  5.4991
C  -0.9024  0.7628  6.6719
C  -2.2921  0.8398  6.8177
H  -4.0415  2.1048  6.6410
H  -2.7316  4.1308  5.9796
H  -0.2348  3.9864  5.8050
H  1.6606  2.6973  5.5681
H  2.4216  2.8461  7.7232
H  1.3163  1.5965  8.3283
H  4.1197  1.2586  7.4738
H  3.0731  0.1008  8.3155
H  3.8272  0.0823  5.5072
H  2.7470  -1.0480  6.3394
H  1.6073  0.3944  4.5288
H  -0.3620  -0.1691  6.8609
H  -2.8492  -0.0431  7.1372

# 2
The molecule C2H7N2P in a non-equilibrium geometry. Source: the Open Molecules 2025 dataset; level of theory: ωB97M-V/def2-TZVPD.

Energy above the lowest of the compared OMol25 structures with the same formula, charge and spin = 78.13 kcal/mol
HOMO-LUMO gap (alpha / beta) = 8.820 / 8.821 eV
Total energy = -531.1274 a.u.
LUMO level (alpha / beta) = 0.11 / 0.11 eV
Maximum force = 4.7 eV/Å
Spin multiplicity = 1

CARTESIAN COORDINATES (ANGSTROEM)
C  0.2222  1.0110  0.1404
C  0.6910  -0.0634  -0.8542
N  -0.2696  0.4991  1.2979
N  -1.2305  -1.1279  0.6929
P  -0.7660  -1.2804  -0.8784
H  1.0619  1.6835  0.4526
H  -0.5540  1.5895  -0.3576
H  1.1693  0.4300  -1.6933
H  1.5593  -0.7753  -0.4337
H  0.5656  0.4192  1.9184
H  -0.7656  -1.9387  1.3225
H  -1.6838  -0.4465  -1.6076

# 3
A structure of composition C6H12O in a non-equilibrium geometry. Source: the Open Molecules 2025 dataset; level of theory: ωB97M-V/def2-TZVPD.

Energy above the lowest of the compared OMol25 structures with the same formula, charge and spin = 105.89 kcal/mol
HOMO-LUMO gap = 9.157 eV
Total energy = -310.8905 a.u.
LUMO level = 1.15 eV
Maximum force = 5.0 eV/Å
Spin multiplicity = 1

CARTESIAN COORDINATES (ANGSTROEM)
C  2.8553  0.2578  0.2649
C  1.5038  0.6701  -0.3243
O  0.4392  0.6176  0.5936
C  -0.1327  -0.6074  0.2665
C  -1.7234  -0.6928  1.2141
C  -1.5397  -0.6349  -0.2300
C  -1.9927  0.5689  -1.0067
H  2.7913  -0.7643  0.6504
H  3.2261  0.8904  1.0922
H  3.6166  0.2823  -0.5224
H  0.8387  -0.3860  -1.0050
H  1.5555  1.6803  -0.7909
H  0.4140  -1.4783  0.6012
H  -1.8711  0.2123  1.8026
H  -1.9239  -1.6364  1.7212
H  -1.7421  -1.5845  -0.7137
H  -1.5124  0.5749  -1.9889
H  -3.0766  0.5367  -1.1399
H  -1.7257  1.4933  -0.4848

What did the second record say?
The molecule C2H7N2P in a non-equilibrium geometry. Source: the Open Molecules 2025 dataset; level of theory: ωB97M-V/def2-TZVPD.

Energy above the lowest of the compared OMol25 structures with the same formula, charge and spin = 78.13 kcal/mol
HOMO-LUMO gap (alpha / beta) = 8.820 / 8.821 eV
Total energy = -531.1274 a.u.
LUMO level (alpha / beta) = 0.11 / 0.11 eV
Maximum force = 4.7 eV/Å
Spin multiplicity = 1

CARTESIAN COORDINATES (ANGSTROEM)
C  0.2222  1.0110  0.1404
C  0.6910  -0.0634  -0.8542
N  -0.2696  0.4991  1.2979
N  -1.2305  -1.1279  0.6929
P  -0.7660  -1.2804  -0.8784
H  1.0619  1.6835  0.4526
H  -0.5540  1.5895  -0.3576
H  1.1693  0.4300  -1.6933
H  1.5593  -0.7753  -0.4337
H  0.5656  0.4192  1.9184
H  -0.7656  -1.9387  1.3225
H  -1.6838  -0.4465  -1.6076

Q: What is the spin multiplicity in the first record?
A: 1

Repeat the second record exactly.
The molecule C2H7N2P in a non-equilibrium geometry. Source: the Open Molecules 2025 dataset; level of theory: ωB97M-V/def2-TZVPD.

Energy above the lowest of the compared OMol25 structures with the same formula, charge and spin = 78.13 kcal/mol
HOMO-LUMO gap (alpha / beta) = 8.820 / 8.821 eV
Total energy = -531.1274 a.u.
LUMO level (alpha / beta) = 0.11 / 0.11 eV
Maximum force = 4.7 eV/Å
Spin multiplicity = 1

CARTESIAN COORDINATES (ANGSTROEM)
C  0.2222  1.0110  0.1404
C  0.6910  -0.0634  -0.8542
N  -0.2696  0.4991  1.2979
N  -1.2305  -1.1279  0.6929
P  -0.7660  -1.2804  -0.8784
H  1.0619  1.6835  0.4526
H  -0.5540  1.5895  -0.3576
H  1.1693  0.4300  -1.6933
H  1.5593  -0.7753  -0.4337
H  0.5656  0.4192  1.9184
H  -0.7656  -1.9387  1.3225
H  -1.6838  -0.4465  -1.6076